Density functional theory data (wB97M-V/def2-TZVPD) for 20 unconnected molecules or ions with the total composition C60H160O20.

Each atom is followed by the atoms it is bonded to, with distances in Å.
Positions of all 240 atoms, in Å:
1 C -3.941 -3.827 -2.484  C2 1.475, H5 1.090, H6 1.090, H7 1.090
2 C -3.587 -2.402 -2.333  C1 1.475, C3 1.521, O4 1.407, H8 1.090
3 C -3.230 -1.762 -3.665  C2 1.521, H9 1.090, H10 1.090, H11 1.090
4 O -4.742 -1.711 -1.921  C2 1.407, H12 0.960
5 H -4.951 -3.997 -2.857  C1 1.090
6 H -3.864 -4.438 -1.585  C1 1.090
7 H -3.371 -4.379 -3.231  C1 1.090
8 H -2.783 -2.282 -1.608  C2 1.090
9 H -2.304 -2.089 -4.139  C3 1.090
10 H -3.158 -0.677 -3.581  C3 1.090
11 H -4.008 -1.995 -4.392  C3 1.090
12 H -4.564 -1.141 -1.170  O4 0.960
13 C -7.361 -0.882 -4.304  C14 1.524, H17 1.090, H18 1.090, H19 1.090
14 C -6.419 0.284 -4.576  C13 1.524, C15 1.541, O16 1.421, H20 1.090
15 C -7.205 1.564 -4.919  C14 1.541, H21 1.090, H22 1.090, H23 1.090
16 O -5.736 0.465 -3.343  C14 1.421, H24 0.960
17 H -7.896 -1.209 -5.196  C13 1.090
18 H -8.051 -0.690 -3.482  C13 1.090
19 H -6.881 -1.782 -3.922  C13 1.090
20 H -5.700 0.130 -5.381  C14 1.090
21 H -7.854 1.775 -4.069  C15 1.090
22 H -7.798 1.372 -5.813  C15 1.090
23 H -6.495 2.382 -5.044  C15 1.090
24 H -5.660 -0.401 -2.937  O16 0.960
25 C 5.005 -4.207 -4.073  C26 1.521, H29 1.090, H30 1.090, H31 1.090
26 C 4.102 -3.862 -2.899  C25 1.521, C27 1.510, O28 1.428, H32 1.090
27 C 4.030 -2.394 -2.553  C26 1.510, H33 1.090, H34 1.090, H35 1.090
28 O 2.795 -4.371 -3.172  C26 1.428, H36 0.960
29 H 6.016 -3.871 -3.847  C25 1.090
30 H 4.741 -3.707 -5.005  C25 1.090
31 H 5.078 -5.281 -4.250  C25 1.090
32 H 4.444 -4.319 -1.971  C26 1.090
33 H 4.980 -1.860 -2.519  C27 1.090
34 H 3.568 -2.279 -1.573  C27 1.090
35 H 3.359 -1.866 -3.231  C27 1.090
36 H 2.225 -4.216 -2.415  O28 0.960
37 C -0.146 5.702 2.336  C38 1.526, H41 1.090, H42 1.090, H43 1.090
38 C -0.736 6.595 3.424  C37 1.526, C39 1.475, O40 1.391, H44 1.090
39 C -1.943 6.038 4.065  C38 1.475, H45 1.090, H46 1.090, H47 1.090
40 O 0.248 6.552 4.406  C38 1.391, H48 0.960
41 H 0.791 6.077 1.925  C37 1.090
42 H -0.806 5.509 1.489  C37 1.090
43 H 0.174 4.715 2.668  C37 1.090
44 H -0.856 7.592 3.000  C38 1.090
45 H -2.198 6.646 4.933  C39 1.090
46 H -1.914 4.968 4.272  C39 1.090
47 H -2.773 6.102 3.361  C39 1.090
48 H -0.070 6.976 5.207  O40 0.960
49 C -4.132 -2.951 1.607  C50 1.499, H53 1.090, H54 1.090, H55 1.090
50 C -3.996 -1.467 1.775  C49 1.499, C51 1.545, O52 1.378, H56 1.090
51 C -3.067 -1.031 2.929  C50 1.545, H57 1.090, H58 1.090, H59 1.090
52 O -3.572 -0.919 0.583  C50 1.378, H60 0.960
53 H -3.126 -3.324 1.418  C49 1.090
54 H -4.683 -3.197 0.700  C49 1.090
55 H -4.606 -3.426 2.466  C49 1.090
56 H -4.979 -1.051 1.993  C50 1.090
57 H -2.846 0.036 2.973  C51 1.090
58 H -2.082 -1.470 2.769  C51 1.090
59 H -3.495 -1.488 3.821  C51 1.090
60 H -3.502 0.024 0.744  O52 0.960
61 C 0.812 0.520 -7.215  C62 1.491, H65 1.090, H66 1.090, H67 1.090
62 C 1.146 -0.687 -6.406  C61 1.491, C63 1.512, O64 1.394, H68 1.090
63 C 0.406 -0.686 -5.087  C62 1.512, H69 1.090, H70 1.090, H71 1.090
64 O 0.860 -1.848 -7.123  C62 1.394, H72 0.960
65 H -0.243 0.526 -7.486  C61 1.090
66 H 1.427 0.626 -8.109  C61 1.090
67 H 1.022 1.395 -6.599  C61 1.090
68 H 2.223 -0.706 -6.238  C62 1.090
69 H 0.726 0.184 -4.514  C63 1.090
70 H 0.571 -1.581 -4.487  C63 1.090
71 H -0.660 -0.550 -5.268  C63 1.090
72 H 1.079 -2.587 -6.550  O64 0.960
73 C 2.018 3.422 6.243  C74 1.543, H77 1.090, H78 1.090, H79 1.090
74 C 0.867 2.395 6.199  C73 1.543, C75 1.524, O76 1.406, H80 1.090
75 C 0.535 1.996 4.767  C74 1.524, H81 1.090, H82 1.090, H83 1.090
76 O 1.358 1.189 6.729  C74 1.406, H84 0.960
77 H 2.370 3.691 7.239  C73 1.090
78 H 1.766 4.353 5.735  C73 1.090
79 H 2.902 3.032 5.739  C73 1.090
80 H 0.017 2.701 6.809  C74 1.090
81 H -0.167 1.165 4.841  C75 1.090
82 H 1.439 1.582 4.320  C75 1.090
83 H 0.107 2.810 4.182  C75 1.090
84 H 0.604 0.711 7.081  O76 0.960
85 C -0.082 -4.927 -5.901  C86 1.502, H89 1.090, H90 1.090, H91 1.090
86 C 1.403 -5.080 -6.064  C85 1.502, C87 1.559, O88 1.426, H92 1.090
87 C 1.824 -5.539 -7.493  C86 1.559, H93 1.090, H94 1.090, H95 1.090
88 O 2.065 -3.871 -5.697  C86 1.426, H96 0.960
89 H -0.321 -4.652 -4.874  C85 1.090
90 H -0.621 -5.864 -6.039  C85 1.090
91 H -0.417 -4.107 -6.537  C85 1.090
92 H 1.665 -5.824 -5.311  C86 1.090
93 H 2.836 -5.942 -7.531  C87 1.090
94 H 1.781 -4.706 -8.194  C87 1.090
95 H 1.104 -6.318 -7.747  C87 1.090
96 H 2.468 -4.026 -4.840  O88 0.960
97 C -1.768 3.645 -2.618  C98 1.528, H101 1.090, H102 1.090, H103 1.090
98 C -2.916 2.780 -3.138  C97 1.528, C99 1.559, O100 1.408, H104 1.090
99 C -2.561 2.184 -4.534  C98 1.559, H105 1.090, H106 1.090, H107 1.090
100 O -3.283 1.766 -2.235  C98 1.408, H108 0.960
101 H -0.865 3.048 -2.497  C97 1.090
102 H -1.964 4.203 -1.702  C97 1.090
103 H -1.529 4.350 -3.415  C97 1.090
104 H -3.748 3.464 -3.306  C98 1.090
105 H -2.492 2.992 -5.264  C99 1.090
106 H -3.381 1.533 -4.838  C99 1.090
107 H -1.622 1.634 -4.587  C99 1.090
108 H -3.907 1.237 -2.738  O100 0.960
109 C 3.353 -5.095 4.403  C110 1.517, H113 1.090, H114 1.090, H115 1.090
110 C 4.246 -6.073 3.665  C109 1.517, C111 1.534, O112 1.425, H116 1.090
111 C 4.633 -7.256 4.563  C110 1.534, H117 1.090, H118 1.090, H119 1.090
112 O 3.497 -6.568 2.558  C110 1.425, H120 0.960
113 H 3.878 -4.739 5.290  C109 1.090
114 H 2.399 -5.499 4.742  C109 1.090
115 H 3.143 -4.197 3.822  C109 1.090
116 H 5.145 -5.584 3.290  C110 1.090
117 H 5.459 -7.767 4.069  C111 1.090
118 H 3.804 -7.936 4.758  C111 1.090
119 H 4.956 -6.931 5.552  C111 1.090
120 H 4.029 -7.172 2.035  O112 0.960
121 C 4.004 -3.001 1.514  C122 1.533, H125 1.090, H126 1.090, H127 1.090
122 C 4.404 -1.524 1.604  C121 1.533, C123 1.529, O124 1.386, H128 1.090
123 C 5.819 -1.111 1.197  C122 1.529, H129 1.090, H130 1.090, H131 1.090
124 O 3.491 -0.839 0.818  C122 1.386, H132 0.960
125 H 4.052 -3.359 0.485  C121 1.090
126 H 3.064 -3.103 2.055  C121 1.090
127 H 4.708 -3.688 1.984  C121 1.090
128 H 4.289 -1.231 2.647  C122 1.090
129 H 6.558 -1.411 1.940  C123 1.090
130 H 5.871 -0.035 1.033  C123 1.090
131 H 6.121 -1.621 0.282  C123 1.090
132 H 3.703 0.097 0.843  O124 0.960
133 C 4.017 2.022 2.878  C134 1.552, H137 1.090, H138 1.090, H139 1.090
134 C 3.524 2.784 1.618  C133 1.552, C135 1.546, O136 1.407, H140 1.090
135 C 4.051 4.231 1.478  C134 1.546, H141 1.090, H142 1.090, H143 1.090
136 O 3.880 2.041 0.478  C134 1.407, H144 0.960
137 H 3.266 1.277 3.138  C133 1.090
138 H 4.155 2.817 3.611  C133 1.090
139 H 4.974 1.509 2.775  C133 1.090
140 H 2.441 2.879 1.538  C134 1.090
141 H 3.562 4.781 0.675  C135 1.090
142 H 5.113 4.403 1.304  C135 1.090
143 H 3.784 4.748 2.400  C135 1.090
144 H 3.802 2.642 -0.267  O136 0.960
145 C 0.341 0.223 1.176  C146 1.539, H149 1.090, H150 1.090, H151 1.090
146 C 0.061 -0.688 -0.032  C145 1.539, C147 1.507, O148 1.374, H152 1.090
147 C -0.549 -0.076 -1.267  C146 1.507, H153 1.090, H154 1.090, H155 1.090
148 O 1.217 -1.172 -0.594  C146 1.374, H156 0.960
149 H -0.497 0.837 1.504  C145 1.090
150 H 1.100 0.971 0.950  C145 1.090
151 H 0.703 -0.269 2.079  C145 1.090
152 H -0.517 -1.495 0.417  C146 1.090
153 H -0.791 -0.809 -2.037  C147 1.090
154 H 0.027 0.739 -1.705  C147 1.090
155 H -1.481 0.355 -0.902  C147 1.090
156 H 1.986 -0.790 -0.165  O148 0.960
157 C 1.738 7.275 -3.569  C158 1.541, H161 1.090, H162 1.090, H163 1.090
158 C 0.693 6.350 -2.916  C157 1.541, C159 1.537, O160 1.467, H164 1.090
159 C 0.821 6.184 -1.393  C158 1.537, H165 1.090, H166 1.090, H167 1.090
160 O -0.651 6.897 -3.126  C158 1.467, H168 0.960
161 H 1.931 8.243 -3.107  C157 1.090
162 H 1.510 7.469 -4.617  C157 1.090
163 H 2.713 6.788 -3.608  C157 1.090
164 H 0.794 5.384 -3.411  C158 1.090
165 H 0.813 7.134 -0.858  C159 1.090
166 H 1.730 5.652 -1.116  C159 1.090
167 H 0.016 5.590 -0.959  C159 1.090
168 H -0.739 7.645 -2.531  O160 0.960
169 C 6.155 0.630 7.697  C170 1.527, H173 1.090, H174 1.090, H175 1.090
170 C 4.836 0.683 6.929  C169 1.527, C171 1.516, O172 1.410, H176 1.090
171 C 4.675 -0.415 5.896  C170 1.516, H177 1.090, H178 1.090, H179 1.090
172 O 3.752 0.524 7.817  C170 1.410, H180 0.960
173 H 6.200 1.552 8.276  C169 1.090
174 H 6.969 0.555 6.976  C169 1.090
175 H 6.231 -0.193 8.408  C169 1.090
176 H 4.592 1.644 6.475  C170 1.090
177 H 5.371 -0.265 5.070  C171 1.090
178 H 3.716 -0.196 5.426  C171 1.090
179 H 4.612 -1.448 6.235  C171 1.090
180 H 2.956 0.617 7.287  O172 0.960
181 C -4.704 3.945 -0.106  C182 1.591, H185 1.090, H186 1.090, H187 1.090
182 C -3.731 3.196 0.907  C181 1.591, C183 1.493, O184 1.381, H188 1.090
183 C -4.135 3.267 2.343  C182 1.493, H189 1.090, H190 1.090, H191 1.090
184 O -3.653 1.849 0.610  C182 1.381, H192 0.960
185 H -5.488 3.247 -0.399  C181 1.090
186 H -4.043 4.260 -0.913  C181 1.090
187 H -5.217 4.816 0.301  C181 1.090
188 H -2.725 3.615 0.902  C182 1.090
189 H -4.265 4.281 2.721  C183 1.090
190 H -3.476 2.719 3.016  C183 1.090
191 H -5.112 2.787 2.389  C183 1.090
192 H -3.440 1.807 -0.325  O184 0.960
193 C -0.469 -5.743 -1.183  C194 1.501, H197 1.090, H198 1.090, H199 1.090
194 C -0.047 -4.410 -0.637  C193 1.501, C195 1.513, O196 1.390, H200 1.090
195 C 0.972 -4.610 0.464  C194 1.513, H201 1.090, H202 1.090, H203 1.090
196 O 0.550 -3.697 -1.670  C194 1.390, H204 0.960
197 H -1.275 -5.653 -1.912  C193 1.090
198 H -0.876 -6.306 -0.343  C193 1.090
199 H 0.307 -6.383 -1.604  C193 1.090
200 H -0.924 -3.901 -0.237  C194 1.090
201 H 1.890 -5.096 0.133  C195 1.090
202 H 0.545 -5.181 1.289  C195 1.090
203 H 1.247 -3.668 0.938  C195 1.090
204 H 0.786 -2.850 -1.286  O196 0.960
205 C -8.599 2.096 -0.017  C206 1.542, H209 1.090, H210 1.090, H211 1.090
206 C -8.027 0.894 -0.796  C205 1.542, C207 1.547, O208 1.370, H212 1.090
207 C -6.873 0.195 -0.039  C206 1.547, H213 1.090, H214 1.090, H215 1.090
208 O -9.064 -0.001 -0.833  C206 1.370, H216 0.960
209 H -7.758 2.789 0.020  C205 1.090
210 H -8.924 1.803 0.981  C205 1.090
211 H -9.399 2.607 -0.553  C205 1.090
212 H -7.683 1.216 -1.779  C206 1.090
213 H -7.159 0.067 1.005  C207 1.090
214 H -5.954 0.780 -0.061  C207 1.090
215 H -6.642 -0.812 -0.386  C207 1.090
216 H -9.746 0.432 -1.352  O208 0.960
217 C 0.068 -2.049 5.513  C218 1.542, H221 1.090, H222 1.090, H223 1.090
218 C -0.081 -2.068 7.048  C217 1.542, C219 1.559, O220 1.402, H224 1.090
219 C 1.225 -2.383 7.840  C218 1.559, H225 1.090, H226 1.090, H227 1.090
220 O -0.596 -0.813 7.400  C218 1.402, H228 0.960
221 H 0.703 -1.236 5.160  C217 1.090
222 H -0.848 -1.735 5.013  C217 1.090
223 H 0.451 -2.930 4.999  C217 1.090
224 H -0.789 -2.890 7.149  C218 1.090
225 H 1.647 -3.354 7.581  C219 1.090
226 H 0.937 -2.417 8.890  C219 1.090
227 H 1.985 -1.615 7.695  C219 1.090
228 H -1.402 -0.580 6.932  O220 0.960
229 C 3.285 3.032 -4.305  C230 1.522, H233 1.090, H234 1.090, H235 1.090
230 C 2.968 2.482 -2.922  C229 1.522, C231 1.566, O232 1.446, H236 1.090
231 C 3.513 1.027 -2.730  C230 1.566, H237 1.090, H238 1.090, H239 1.090
232 O 3.510 3.458 -2.001  C230 1.446, H240 0.960
233 H 2.880 2.426 -5.115  C229 1.090
234 H 4.329 3.252 -4.527  C229 1.090
235 H 2.689 3.916 -4.531  C229 1.090
236 H 1.891 2.464 -2.754  C230 1.090
237 H 4.603 1.048 -2.713  C231 1.090
238 H 3.243 0.395 -3.576  C231 1.090
239 H 3.194 0.682 -1.747  C231 1.090
240 H 4.152 3.996 -2.470  O232 0.960

Results
Energy above the lowest of the compared OMol25 structures with the same formula, charge and spin = 143.4 kJ/mol
Net charge = 0
Lowest unoccupied orbital energy = 0.4 eV
Max |F| = 2.89 eV Å⁻¹
Calculated total energy = -3886.753013 a.u.
HOMO-LUMO gap = 9.6 eV